No. 1
C9H11NO3 | the ωB97M-V functional and the def2-TZVPD basis

## Properties
Total energy (Ha): -630.051638
Gap between HOMO and LUMO (Ha): 0.338
SMILES: N[C@@H](Cc1ccc(O)cc1)C(=O)O
HOMO level (eV): -8.556
ΔE to the lowest compared entry with this formula, charge and spin (kcal per mole): 4.2

Each line ends with the Mulliken charge.
Atoms and positions in Å:
N1 -2.825 -1.242 0.744  -0.82
C1 -1.874 -0.165 0.474  0.59
C2 -0.937 -0.554 -0.697  -1.25
C3 0.494 -0.171 -0.433  0.59
C4 1.487 -1.136 -0.368  -0.70
C5 2.803 -0.786 -0.119  -0.54
C6 3.142 0.546 0.076  0.86
O1 4.420 0.939 0.326  -0.54
C7 2.149 1.521 0.017  -0.64
C8 0.842 1.162 -0.236  -0.40
C9 -2.685 1.063 0.035  0.22
O2 -2.287 2.190 0.121  -0.57
O3 -3.863 0.744 -0.492  -0.50
H1 -3.302 -1.077 1.626  0.20
H2 -2.350 -2.134 0.818  0.23
H3 -1.263 0.112 1.346  0.34
H4 -1.281 -0.068 -1.614  0.33
H5 -1.006 -1.632 -0.854  0.49
H6 1.240 -2.178 -0.518  0.31
H7 3.568 -1.550 -0.074  0.27
H8 5.004 0.171 0.334  0.28
H9 2.425 2.551 0.170  0.43
H10 0.076 1.922 -0.276  0.41
H11 -3.977 -0.227 -0.406  0.41

Force components x, y, z for each atom (eV/Å):
N 0.04 -0.25 0.19
C -0.07 0.21 -0.06
C 0.03 0.08 0.15
C -0.04 -0.14 -0.10
C -0.09 0.12 -0.01
C 0.20 0.10 0.05
C -0.28 -0.22 -0.06
O 0.20 0.09 0.04
C 0.31 -0.04 0.05
C 0.10 -0.10 -0.02
C 0.27 -0.43 0.37
O 0.00 0.20 -0.07
O -0.44 0.17 -0.28
H 0.04 -0.09 -0.04
H -0.06 0.05 -0.02
H -0.20 0.01 -0.21
H -0.04 -0.13 -0.01
H -0.01 0.02 -0.04
H -0.04 -0.09 -0.02
H 0.07 -0.05 0.01
H -0.11 0.09 -0.01
H 0.03 0.15 0.02
H -0.08 0.11 0.01
H 0.17 0.14 0.07

---

No. 2
C4H6Br3N3 | the ωB97M-V functional and the def2-TZVPD basis

## Properties
Total energy (Ha): -8041.586759
Total charge: +2
Gap between HOMO and LUMO (Ha): 0.268
SMILES: BrC(Br)(Br)N1C=[NH+]C=[NH+]C1
HOMO level (eV): -17.612
ΔE to the lowest compared entry with this formula, charge and spin (kcal per mole): 11.6

Each line ends with the Mulliken charge.
Atoms and positions in Å:
Br1 2.809 -2.265 -0.503  0.09
C1 1.670 -1.060 0.734  -0.07
Br2 2.808 0.546 1.287  0.14
Br3 1.156 -2.038 2.364  0.13
N1 0.502 -0.421 0.093  0.02
C2 0.553 -0.043 -1.147  0.11
N2 -0.523 0.666 -1.668  -0.08
C3 -1.530 1.128 -0.899  -0.05
N3 -1.580 0.792 0.361  -0.07
C4 -0.575 -0.161 1.010  -0.57
H1 1.168 -0.360 -1.895  0.39
H2 -0.516 0.896 -2.705  0.34
H3 -2.312 1.679 -1.318  0.46
H4 -2.161 1.490 0.842  0.31
H5 -1.252 -1.045 1.322  0.37
H6 -0.217 0.195 2.122  0.48

Force components x, y, z for each atom (eV/Å):
Br -1.59 1.40 1.16
C 2.58 -0.30 0.70
Br -0.77 -1.21 -0.40
Br 0.47 0.13 -1.08
N 1.08 -0.68 -0.83
C -4.49 0.83 1.58
N 0.42 0.18 -1.53
C 1.60 -1.97 1.20
N 1.03 1.27 -0.88
C -3.19 0.87 3.71
H 2.71 -0.90 -1.22
H 0.00 -0.39 1.70
H -0.94 1.19 -0.71
H 0.03 -1.02 0.91
H 1.58 0.77 -1.13
H -0.52 -0.17 -3.18

---

No. 3
C3H9BS | the ωB97M-V functional and the def2-TZVPD basis

## Properties
Total energy (Ha): -542.718686
Gap between HOMO and LUMO (Ha): 0.334
SMILES: CSB(C)C
HOMO level (eV): -8.555
ΔE to the lowest compared entry with this formula, charge and spin (kcal per mole): 17.3

Each line ends with the Mulliken charge.
Atoms and positions in Å:
C1 2.360 -0.698 0.123  -0.67
S1 1.531 0.854 -0.569  -0.21
B1 -0.456 0.332 -0.249  0.12
C2 -1.055 -1.077 -0.082  -0.88
C3 -1.264 1.618 -0.032  -0.85
H1 2.172 -1.383 -0.730  0.21
H2 1.842 -0.941 1.115  0.19
H3 3.459 -0.397 0.320  0.29
H4 -0.698 -1.422 0.951  0.28
H5 -0.734 -1.835 -0.785  0.30
H6 -2.156 -0.958 0.007  0.32
H7 -2.042 1.578 -0.852  0.32
H8 -0.932 2.714 -0.069  0.29
H9 -2.029 1.614 0.851  0.30

Force components x, y, z for each atom (eV/Å):
C -0.04 1.33 0.21
S -2.24 -1.47 1.10
B 3.26 1.72 0.03
C 0.06 -0.08 1.70
C -3.18 2.17 0.28
H 0.69 -0.23 1.22
H 0.89 -0.01 -1.63
H -1.83 -0.87 -0.52
H -0.42 0.32 -1.20
H -0.13 -0.12 -0.17
H 0.58 -0.45 -0.26
H 0.53 0.00 0.31
H 0.34 -1.90 0.04
H 1.49 -0.42 -1.11

---

No. 4
C16H22N6PtS | the ωB97M-V functional and the def2-TZVPD basis

## Properties
Total energy (Ha): -1468.474875
Total charge: +2
Gap between HOMO and LUMO (Ha): 0.247
HOMO level (eV): -13.452
ΔE to the lowest compared entry with this formula, charge and spin (kcal per mole): 0.0

Each line ends with the Mulliken charge.
Atoms and positions in Å:
Pt1 0.068 -0.070 0.141  0.67
N1 -1.761 -0.915 -0.319  -0.65
C1 -2.561 0.002 -1.174  -0.56
C2 -1.612 0.701 -2.121  -0.61
N2 -0.464 1.288 -1.357  -0.47
C3 -0.667 2.720 -0.958  -0.53
C4 -1.715 2.979 0.110  -0.89
N3 -1.449 2.228 1.332  -0.43
H1 -1.561 -1.781 -0.825  0.36
H2 -2.304 -1.183 0.499  0.34
H3 -3.060 0.701 -0.511  0.24
H4 -3.325 -0.548 -1.726  0.46
H5 -2.125 1.476 -2.695  0.39
H6 -1.195 -0.020 -2.826  0.40
H7 0.316 1.307 -2.014  0.42
H8 -0.935 3.286 -1.855  0.38
H9 0.303 3.090 -0.623  0.40
H10 -2.706 2.717 -0.254  0.36
H11 -1.733 4.066 0.246  0.46
H12 -2.266 2.225 1.931  0.23
H13 -0.709 2.668 1.871  0.23
N4 2.188 -1.840 3.277  -0.05
C5 1.556 -2.996 3.825  0.10
C6 2.199 -3.689 4.831  -0.66
C7 1.610 -4.827 5.367  -0.63
C8 0.389 -5.270 4.887  -0.76
C9 -0.253 -4.575 3.867  -0.60
C10 0.328 -3.435 3.342  0.97
S1 -0.562 -2.562 2.074  -0.17
N5 0.575 -1.353 1.626  -0.20
C11 1.717 -1.141 2.235  0.67
C12 2.533 -0.035 1.655  0.84
C13 3.799 0.308 2.085  -0.60
C14 4.478 1.339 1.446  -0.61
C15 3.864 1.988 0.391  -0.96
C16 2.591 1.596 0.012  0.11
N6 1.930 0.611 0.623  -0.10
H14 3.081 -1.596 3.672  0.06
H15 3.158 -3.345 5.198  0.39
H16 2.113 -5.365 6.158  0.41
H17 -0.072 -6.155 5.300  0.41
H18 -1.206 -4.922 3.490  0.40
H19 4.277 -0.211 2.902  0.35
H20 5.471 1.619 1.766  0.47
H21 4.357 2.787 -0.144  0.44
H22 2.091 2.079 -0.814  0.54

Force components x, y, z for each atom (eV/Å):
Pt 0.00 0.10 0.28
N 0.12 -0.16 -0.17
C -0.05 -0.01 -0.05
C -0.04 0.06 0.03
N 0.13 -0.07 -0.16
C -0.02 -0.03 -0.07
C 0.04 0.07 0.00
N -0.04 0.02 0.04
H -0.09 0.05 0.06
H 0.06 0.04 0.03
H -0.01 0.04 0.02
H 0.04 0.02 0.01
H 0.01 -0.02 0.03
H -0.01 0.02 0.01
H -0.11 -0.03 0.03
H 0.04 -0.03 -0.01
H -0.06 0.00 0.07
H -0.04 -0.01 -0.06
H -0.01 -0.03 0.05
H 0.01 0.02 0.01
H -0.02 -0.02 -0.02
N -0.29 0.10 -0.23
C -0.10 0.03 -0.13
C -0.12 -0.11 0.00
C -0.06 0.01 -0.05
C 0.06 0.03 0.01
C 0.09 0.04 0.04
C 0.08 0.05 0.02
S 0.24 0.06 0.16
N 0.65 0.04 0.31
C -0.37 -0.07 -0.34
C -0.27 -0.10 -0.05
C -0.06 0.06 -0.08
C -0.09 0.00 -0.05
C -0.01 -0.03 0.03
C 0.07 -0.08 0.03
N 0.20 -0.02 0.18
H -0.05 0.02 -0.05
H 0.04 0.01 0.01
H 0.01 -0.02 0.02
H 0.00 -0.01 0.00
H -0.03 -0.02 -0.01
H 0.00 -0.02 0.02
H 0.02 0.01 0.01
H 0.01 0.02 -0.01
H 0.04 -0.02 0.01

---

No. 5
C6H7O2S | the ωB97M-V functional and the def2-TZVPD basis

## Properties
Total energy (Ha): -781.229630
Total charge: -1
Gap between HOMO and LUMO (alpha / beta) (Ha): 0.252 / 0.233
HOMO level (alpha / beta) (eV): -3.643 / -3.579
ΔE to the lowest compared entry with this formula, charge and spin (kcal per mole): 197.6

Each line ends with the Mulliken charge.
Atoms and positions in Å:
C1 1.346 0.878 -0.234  -0.75
C2 0.567 0.148 0.578  0.46
C3 0.931 0.668 -1.654  -0.38
C4 -0.536 0.160 -1.513  -0.90
C5 -0.543 -0.604 -0.138  -0.49
C6 -0.622 -0.076 1.315  -0.04
O1 -1.622 -2.378 2.136  -0.60
O2 0.679 -1.707 2.708  -0.58
S1 -0.754 -1.385 2.813  0.46
H1 2.121 1.603 0.103  0.33
H2 0.741 1.600 -2.219  0.29
H3 1.466 -0.163 -2.092  0.30
H4 -1.138 1.093 -1.339  0.28
H5 -1.048 -0.534 -2.342  0.28
H6 -0.469 -1.587 -0.423  0.31
H7 -1.117 2.285 2.301  0.01

Force components x, y, z for each atom (eV/Å):
C 0.66 0.48 1.23
C -0.45 0.11 -0.26
C -1.71 -0.38 -0.73
C -2.30 -0.09 0.88
C 0.32 3.26 -0.47
C 0.20 -0.37 -0.32
O 0.03 0.12 0.43
O 0.50 -0.44 0.58
S -0.35 0.19 -1.24
H -0.82 -0.44 -0.37
H 1.44 -0.48 -0.20
H 0.78 0.30 -0.94
H 0.06 -0.76 -0.58
H 1.42 1.75 1.47
H 0.22 -2.80 0.72
H 0.01 -0.45 -0.22

---

No. 6
C58H47O10S4Ta | the ωB97M-V functional and the def2-TZVPD basis

## Properties
Total energy (Ha): -4640.768151
Gap between HOMO and LUMO (Ha): 0.293
HOMO level (eV): -8.318
ΔE to the lowest compared entry with this formula, charge and spin (kcal per mole): 16.3

Each line ends with the Mulliken charge.
Atoms and positions in Å:
Ta1 0.310 0.123 0.055  1.43
O1 0.446 -3.858 -0.497  -0.67
C1 0.178 -2.702 -0.493  0.71
O2 0.487 -1.824 0.486  -0.67
C2 -0.555 -1.984 -1.677  0.10
O3 -0.747 -2.495 -2.733  -0.63
O4 -0.890 -0.738 -1.324  -0.28
C3 0.921 -2.322 5.551  -1.68
C4 0.481 -0.881 5.458  1.42
C5 0.363 -0.227 6.810  -1.83
O5 1.408 -0.128 4.684  -0.33
C6 0.880 0.032 3.380  -1.44
C7 -0.634 0.095 3.687  -0.34
O6 -0.766 -0.820 4.771  -0.25
C8 -1.659 -0.167 2.534  1.32
O7 -1.030 0.247 1.326  0.25
C9 -2.872 0.727 2.810  -0.13
C10 -3.614 0.524 3.972  -0.42
C11 -4.693 1.347 4.265  -0.90
C12 -5.049 2.376 3.397  -0.70
C13 -4.320 2.573 2.233  -1.03
C14 -3.234 1.749 1.941  1.00
C15 -2.130 -1.614 2.297  0.17
C16 -3.241 -1.787 1.469  -0.51
C17 -3.663 -3.053 1.093  -0.73
C18 -2.975 -4.177 1.539  -0.77
C19 -1.868 -4.016 2.359  -0.67
C20 -1.445 -2.744 2.730  0.09
C21 1.541 1.273 2.675  3.00
O8 1.450 1.053 1.267  -0.33
C22 0.807 2.540 3.112  -0.93
C23 0.854 2.930 4.453  0.36
C24 0.103 4.006 4.898  -1.09
C25 -0.693 4.725 4.009  -0.69
C26 -0.702 4.373 2.670  -0.37
C27 0.048 3.285 2.227  0.12
C28 3.042 1.389 2.984  -0.15
C29 3.671 2.630 2.997  -0.52
C30 5.053 2.727 3.116  -0.99
C31 5.827 1.578 3.215  -0.59
C32 5.209 0.333 3.185  -0.94
C33 3.828 0.242 3.068  -0.29
H1 1.803 -2.396 6.192  0.44
H2 1.178 -2.709 4.561  0.25
H3 0.113 -2.926 5.972  0.39
H4 1.359 -0.098 7.240  0.38
H5 -0.245 -0.846 7.474  0.41
H6 -0.111 0.752 6.701  0.37
H7 1.088 -0.848 2.755  0.89
H8 -0.855 1.088 4.056  0.36
H9 -3.336 -0.280 4.649  0.51
H10 -5.262 1.183 5.173  0.44
H11 -5.895 3.017 3.628  0.41
H12 -4.598 3.366 1.544  0.50
H13 -2.662 1.893 1.034  0.22
H14 -3.780 -0.916 1.111  0.37
H15 -4.524 -3.165 0.442  0.41
H16 -3.297 -5.170 1.242  0.38
H17 -1.311 -4.885 2.698  0.42
H18 -0.577 -2.643 3.360  -0.06
H19 1.477 2.372 5.145  0.62
H20 0.137 4.291 5.945  0.42
H21 -1.288 5.561 4.360  0.41
H22 -1.299 4.942 1.962  0.43
H23 0.051 3.010 1.186  -0.27
H24 3.082 3.535 2.890  0.46
H25 5.524 3.704 3.116  0.43
H26 6.905 1.649 3.309  0.42
H27 5.804 -0.571 3.239  0.42
H28 3.363 -0.740 3.033  0.29
O9 -0.357 1.869 -0.953  -0.97
S1 -0.992 3.160 -1.412  -0.41
C34 -2.632 2.738 -1.963  1.12
C35 -3.015 1.416 -2.094  0.56
C36 -4.267 1.150 -2.636  -0.99
C37 -5.101 2.189 -3.025  -0.60
C38 -4.700 3.514 -2.865  -0.71
C39 -3.455 3.797 -2.327  -0.81
C40 -0.217 3.412 -2.992  1.42
C41 0.038 2.300 -3.789  -0.57
C42 0.603 2.499 -5.036  -0.30
C43 0.912 3.792 -5.464  -0.74
C44 0.664 4.885 -4.644  -0.76
C45 0.090 4.699 -3.391  -0.69
H29 -2.358 0.608 -1.787  0.09
H30 -4.580 0.120 -2.760  0.55
H31 -6.070 1.970 -3.458  0.41
H32 -5.355 4.325 -3.161  0.45
H33 -3.122 4.827 -2.203  0.45
H34 -0.181 1.296 -3.427  0.01
H35 0.811 1.644 -5.670  0.67
H36 1.353 3.944 -6.443  0.43
H37 0.924 5.885 -4.974  0.43
H38 -0.112 5.547 -2.739  0.47
O10 1.734 -0.038 -1.139  0.82
C46 3.046 0.006 -1.724  3.62
C47 3.457 1.476 -1.730  0.03
C48 2.912 2.493 -2.467  -0.17
C49 3.383 3.778 -2.072  -1.10
C50 4.266 3.702 -1.033  -0.59
S2 4.517 2.098 -0.535  0.17
C51 4.021 -0.857 -0.914  -1.01
C52 3.761 -1.708 0.114  -0.59
C53 4.926 -2.411 0.564  -0.94
C54 6.038 -2.073 -0.138  -0.70
S3 5.689 -0.919 -1.349  -0.08
C55 2.931 -0.627 -3.117  -0.74
C56 2.616 -1.933 -3.335  -0.37
C57 2.518 -2.262 -4.719  -0.93
C58 2.769 -1.192 -5.522  -0.39
S4 3.114 0.208 -4.609  -0.05
H39 2.201 2.337 -3.275  -0.29
H40 3.073 4.706 -2.543  0.45
H41 4.786 4.511 -0.531  0.47
H42 2.778 -1.853 0.541  0.67
H43 4.915 -3.139 1.370  0.46
H44 7.052 -2.443 -0.024  0.48
H45 2.446 -2.645 -2.529  0.55
H46 2.265 -3.252 -5.084  0.43
H47 2.776 -1.145 -6.605  0.48

Force components x, y, z for each atom (eV/Å):
Ta -0.03 0.20 -0.89
O 0.15 -0.48 0.14
C 0.02 0.87 0.20
O 0.01 -0.32 -0.42
C -0.11 0.64 0.79
O -0.17 -0.26 -0.44
O -0.19 -0.90 -0.71
C 0.10 -0.28 -0.03
C -0.02 0.13 -0.02
C -0.07 0.23 0.20
O -0.08 0.10 -0.10
C -0.15 0.00 -0.19
C 0.14 -0.19 -0.16
O -0.06 0.02 -0.27
C -0.04 -0.17 -0.06
O -1.45 0.04 1.64
C 0.09 0.08 -0.14
C -0.02 0.01 0.07
C 0.03 -0.02 -0.05
C 0.03 -0.03 0.00
C 0.05 -0.09 0.00
C -0.09 0.03 0.09
C 0.09 0.09 -0.05
C 0.01 -0.03 0.03
C 0.07 -0.04 -0.02
C 0.00 0.04 0.02
C 0.01 0.02 -0.03
C -0.04 -0.03 -0.03
C -0.01 0.06 0.08
O 0.45 0.26 1.24
C 0.06 -0.06 -0.08
C 0.03 0.00 0.07
C -0.01 0.01 -0.02
C 0.04 0.03 0.05
C 0.01 -0.01 -0.06
C -0.05 0.10 0.04
C -0.05 -0.20 -0.24
C 0.02 0.03 -0.02
C 0.00 -0.10 0.00
C -0.10 0.01 0.00
C -0.06 0.04 -0.03
C 0.04 -0.09 0.00
H -0.08 -0.03 -0.06
H -0.02 0.03 0.11
H 0.11 0.03 -0.03
H -0.09 -0.03 0.02
H 0.06 0.07 -0.03
H 0.07 -0.10 0.03
H 0.10 -0.05 0.04
H -0.03 0.34 0.09
H -0.04 0.10 -0.07
H 0.05 0.01 -0.06
H 0.09 -0.07 -0.02
H 0.05 -0.08 0.06
H -0.02 0.02 0.00
H 0.02 -0.04 0.01
H 0.06 0.02 0.06
H 0.03 0.09 0.02
H -0.06 0.10 -0.04
H -0.03 0.00 -0.06
H -0.07 0.05 -0.05
H 0.00 -0.03 -0.08
H 0.07 -0.08 -0.03
H 0.06 -0.09 0.07
H -0.04 -0.01 -0.10
H 0.04 -0.06 0.04
H -0.03 -0.06 0.02
H -0.06 0.00 -0.02
H -0.04 0.04 0.00
H 0.08 0.16 0.01
O -0.06 -0.25 0.39
S 0.15 0.17 -0.10
C 0.07 0.05 -0.07
C -0.05 -0.08 0.03
C -0.05 -0.02 0.02
C 0.04 0.05 0.00
C -0.03 -0.03 0.00
C 0.02 0.10 0.03
C -0.24 -0.17 -0.13
C -0.32 -0.02 -0.08
C -0.18 0.11 -0.22
C -0.03 -0.07 0.05
C 0.06 0.02 -0.06
C -0.01 0.15 0.04
H -0.04 0.06 -0.11
H 0.01 0.08 0.02
H 0.05 0.02 0.04
H 0.03 -0.06 0.02
H -0.07 -0.17 -0.03
H 0.01 0.14 -0.04
H -0.04 0.14 0.08
H -0.02 -0.02 0.10
H -0.04 -0.09 0.02
H 0.07 -0.15 -0.09
O 2.05 -0.14 -1.03
C -0.36 0.01 0.01
C -0.12 -0.12 0.01
C 0.09 0.07 -0.18
C -0.05 -0.09 -0.06
C -0.07 0.18 0.04
S 0.10 -0.11 0.19
C -0.19 0.19 -0.06
C 0.07 -0.12 0.16
C -0.23 0.02 0.05
C 0.11 -0.10 0.00
S 0.02 0.07 -0.14
C -0.08 0.19 0.21
C -0.09 -0.22 -0.10
C -0.07 -0.12 0.18
C -0.02 -0.07 -0.10
S 0.25 0.07 0.08
H 0.46 0.06 0.46
H 0.10 -0.15 0.07
H -0.11 -0.15 -0.13
H 0.04 0.01 -0.06
H 0.01 0.14 -0.13
H -0.24 0.08 0.01
H 0.06 0.13 -0.17
H 0.05 0.18 0.05
H 0.00 -0.05 0.19

---

Q: Look up the ΔE to the lowest compared entry with this formula, charge and spin of the sixth one.
A: 16.3 kcal per mole

---

What did the fifth record say?
C6H7O2S | the ωB97M-V functional and the def2-TZVPD basis

## Properties
Total energy (Ha): -781.229630
Total charge: -1
Gap between HOMO and LUMO (alpha / beta) (Ha): 0.252 / 0.233
HOMO level (alpha / beta) (eV): -3.643 / -3.579
ΔE to the lowest compared entry with this formula, charge and spin (kcal per mole): 197.6

Each line ends with the Mulliken charge.
Atoms and positions in Å:
C1 1.346 0.878 -0.234  -0.75
C2 0.567 0.148 0.578  0.46
C3 0.931 0.668 -1.654  -0.38
C4 -0.536 0.160 -1.513  -0.90
C5 -0.543 -0.604 -0.138  -0.49
C6 -0.622 -0.076 1.315  -0.04
O1 -1.622 -2.378 2.136  -0.60
O2 0.679 -1.707 2.708  -0.58
S1 -0.754 -1.385 2.813  0.46
H1 2.121 1.603 0.103  0.33
H2 0.741 1.600 -2.219  0.29
H3 1.466 -0.163 -2.092  0.30
H4 -1.138 1.093 -1.339  0.28
H5 -1.048 -0.534 -2.342  0.28
H6 -0.469 -1.587 -0.423  0.31
H7 -1.117 2.285 2.301  0.01

Force components x, y, z for each atom (eV/Å):
C 0.66 0.48 1.23
C -0.45 0.11 -0.26
C -1.71 -0.38 -0.73
C -2.30 -0.09 0.88
C 0.32 3.26 -0.47
C 0.20 -0.37 -0.32
O 0.03 0.12 0.43
O 0.50 -0.44 0.58
S -0.35 0.19 -1.24
H -0.82 -0.44 -0.37
H 1.44 -0.48 -0.20
H 0.78 0.30 -0.94
H 0.06 -0.76 -0.58
H 1.42 1.75 1.47
H 0.22 -2.80 0.72
H 0.01 -0.45 -0.22